Below is a molecular structure, C21H40Cl3InN4O4Si in a non-equilibrium geometry, with properties calculated with ωB97M-V with the def2-TZVPD basis set.

Last column: Mulliken charge in e.
Cartesian coordinates (Å):
H -1.817 -2.901 2.753  0.225
H -1.079 -4.478 2.635  0.184
H 1.854 4.351 4.624  0.272
H -1.553 -5.365 -4.008  0.353
H 0.735 -3.802 -0.249  0.241
C -0.425 -3.094 1.272  0.517
H -2.522 2.163 -0.604  0.249
H 2.278 3.132 -4.946  0.308
H -3.646 2.833 2.741  0.358
H -0.692 3.172 -4.846  0.370
H 0.453 -4.892 1.087  0.203
Cl 2.180 -1.208 -0.899  -0.460
O -0.121 -3.225 -1.876  -0.814
H 2.950 -0.417 3.390  0.440
H -1.217 0.194 2.708  -0.388
C 0.466 -3.355 -2.992  0.119
C 1.195 1.001 1.846  -0.008
H 1.795 -0.541 -3.322  -0.119
H 1.526 -3.073 -3.112  0.427
H -3.027 -0.483 1.724  0.302
H -2.069 2.207 3.255  0.176
Cl -1.414 -0.732 -3.122  -0.453
C 0.532 -3.978 -5.339  -0.904
H -1.986 -3.908 -3.064  0.241
O -2.388 -0.068 -0.207  -0.663
C 0.292 -1.459 5.284  -0.663
N -2.733 1.543 1.363  0.346
C -0.435 -0.257 3.323  1.198
H 1.541 4.127 -3.645  0.278
N -0.169 -3.793 -4.078  0.316
H -2.109 -3.896 -4.851  0.333
In -0.240 -0.950 -1.039  1.169
C 1.655 0.170 -4.146  -0.570
C 2.029 3.173 -3.875  -1.090
H 2.966 3.083 -3.315  0.300
C 1.433 2.419 2.367  0.202
H -1.414 2.963 0.556  0.121
H 1.004 -0.279 -4.908  0.264
C 2.196 3.302 1.440  -1.601
H -1.003 1.460 -5.210  0.317
H 2.649 0.363 -4.580  0.449
C 1.622 -1.287 4.896  -0.721
Si 0.850 1.756 -3.591  0.193
H 0.725 -5.047 -5.517  0.337
H 2.381 4.279 1.894  0.461
C -1.544 -4.268 -3.991  -0.972
H 0.063 -1.990 6.207  0.366
N 0.445 -3.949 0.725  -0.322
H -1.646 2.176 -3.720  0.286
H -0.072 -3.590 -6.170  0.311
C 0.848 2.815 3.508  0.329
H -1.786 -1.062 4.792  0.416
O -0.618 -1.904 0.858  -0.454
H 1.490 -3.446 -5.300  0.281
C -2.712 0.258 0.962  0.250
H 3.164 2.847 1.182  0.301
C 1.925 -0.595 3.719  -0.737
C -0.741 -0.950 4.500  -0.852
O 0.172 1.116 0.994  0.024
Cl 0.410 1.554 -1.463  0.151
H -3.137 3.419 0.535  0.409
C -2.434 2.591 0.398  -0.950
N -1.103 -3.510 2.369  -0.369
H 0.288 2.096 4.106  0.495
C 0.896 -0.030 2.976  -0.226
H 2.437 -1.671 5.500  0.397
H 1.653 3.449 0.495  0.133
H 0.897 4.959 3.267  0.398
C -0.788 2.171 -4.402  -1.047
H 0.081 4.363 4.731  0.377
H -3.491 1.121 3.277  0.287
H 2.132 0.687 1.339  0.353
C 0.927 4.195 4.054  -1.718
C -3.003 1.942 2.736  -0.732

Calculated values
2S+1: 1

=====

Below is 2 unconnected molecules or ions with the total composition C5H13N3O in a non-equilibrium geometry, with properties calculated with ωB97M-V with the def2-TZVPD basis set.

Last column: Mulliken charge in e.
Cartesian coordinates (Å):
H -3.609 0.409 -0.448  0.360
H 2.792 -1.504 2.039  0.304
N -1.709 2.059 -1.930  -0.489
H -2.700 2.163 -1.788  0.230
H 3.065 0.221 2.261  0.266
H -2.964 0.088 1.183  0.265
H 0.432 -2.727 0.054  0.250
H 2.729 0.418 -0.362  0.390
C 2.252 -0.254 0.348  0.109
H -1.421 2.207 -2.884  0.250
H 0.782 -2.023 1.655  0.341
C -1.070 1.032 -1.265  0.544
C 0.442 -1.804 0.640  -0.709
H -0.579 -1.418 0.682  0.140
H -2.982 1.733 0.548  0.357
C 3.102 -0.591 1.535  -1.074
H 4.133 -0.719 1.207  0.322
N -1.504 0.427 -0.220  -0.299
C -2.831 0.682 0.278  -1.108
O -0.032 0.578 -1.983  -0.541
N 1.226 -0.856 -0.088  -0.405
H 0.444 -0.121 -1.462  0.496

Calculated values
ΔE to the lowest compared entry with this formula, charge and spin: 35.39 kcal/mol
SMILES: C/N=C(\N)O.C/C=N\C
2S+1: 1

=====

Below is 2 unconnected molecules or ions with the total composition C4H12N3 in a non-equilibrium geometry, with properties calculated with ωB97M-V with the def2-TZVPD basis set.

Last column: Mulliken spin population.
Cartesian coordinates (Å):
H -0.880 0.647 -0.938  -0.001
N -0.662 -0.905 -3.089  0.357
H -2.263 -1.762 0.445  0.000
H -0.114 -0.039 -3.036  -0.006
H 2.345 0.345 -0.246  0.000
H 1.840 2.201 2.846  0.000
N 1.117 1.587 2.437  0.000
H -1.313 -2.365 -1.687  0.002
N 2.396 0.927 0.597  -0.001
C 1.265 0.978 1.303  0.028
C -0.975 -1.311 -1.756  0.197
H 0.389 0.471 0.921  -0.028
H -0.026 -1.603 -3.515  0.004
C -1.813 -0.768 0.535  0.042
H 3.249 1.409 0.858  0.000
H -2.542 -0.044 0.681  0.023
H -1.180 -0.837 1.436  0.032
C -1.104 -0.434 -0.754  0.350
H 0.270 1.502 2.961  0.000

Calculated values
ΔE to the lowest compared entry with this formula, charge and spin: 16.30 kcal/mol
Total charge: +2
2S+1: 2

=====

Below is a molecular structure, C31H24BO2P2S2Zr in a non-equilibrium geometry, with properties calculated with ωB97M-V with the def2-TZVPD basis set.

Last column: Mulliken charge in e.
Cartesian coordinates (Å):
H -3.102 -1.091 4.245  0.412
C 2.711 -0.348 3.752  -0.457
C 2.081 -1.170 1.131  0.640
C -1.320 1.209 0.345  0.834
C 0.187 3.051 0.762  -0.881
C -3.163 -1.528 3.248  -0.689
C 0.264 6.126 -2.608  -0.547
H 0.915 -6.006 -2.648  0.397
H 0.810 1.210 -0.078  0.138
H 0.697 -2.538 2.118  0.470
O -1.188 2.444 -3.920  -0.608
H -2.985 3.970 1.477  0.425
C -2.151 3.352 1.163  -0.833
S 2.282 -0.745 -2.395  -0.446
C 1.027 4.929 -2.512  -0.640
C 2.588 -6.065 -1.277  -0.565
C 2.899 -4.030 0.041  -0.462
H 2.865 0.020 4.749  0.465
H -1.793 -0.067 2.621  0.466
H 2.917 -7.081 -1.537  0.380
H 1.150 -1.700 4.423  0.393
H 4.340 0.710 2.856  0.421
H -1.502 7.124 -3.304  0.433
C -0.863 3.894 1.130  -0.509
C 0.436 3.796 -3.048  0.555
P -1.537 -0.487 -0.298  0.936
P 1.499 -1.663 -0.506  1.227
C -2.535 -1.282 0.928  0.618
C 1.173 -4.151 -1.663  -0.452
C -4.061 -3.028 1.610  -0.609
B -0.182 1.600 -3.452  0.910
C 1.446 -1.758 2.260  -0.422
H 4.033 -5.827 0.324  0.385
H -0.687 4.944 1.388  0.420
H -4.664 -3.902 1.346  0.391
C -2.376 2.014 0.831  -0.313
C -0.030 1.758 0.326  -0.025
C -1.578 5.008 -3.784  -0.956
C 1.509 -5.465 -1.918  -0.584
H 3.472 -3.410 0.741  0.358
C -3.340 -2.362 0.604  -0.361
H -4.570 -3.095 3.718  0.396
H 0.714 7.046 -2.197  0.363
H -3.397 1.628 0.941  0.437
C 3.506 0.043 2.673  -0.667
H -2.549 5.025 -4.284  0.427
S -2.371 -0.149 -2.316  -0.548
C -0.828 3.838 -3.634  0.820
C -0.211 -1.492 -0.899  -1.168
Zr -0.168 -0.916 -3.032  0.169
H -3.433 -2.658 -0.451  0.368
C 1.873 -3.404 -0.697  1.124
H 0.394 -3.659 -2.259  -0.082
H 2.020 4.949 -2.043  0.471
H 1.204 3.450 0.759  0.407
C -2.413 -0.886 2.270  -0.343
C 1.693 -1.295 3.548  -0.705
C 3.233 -5.355 -0.245  -0.579
O 0.834 2.426 -2.960  -0.383
C -0.983 6.185 -3.236  -0.491
H 3.946 -0.124 0.568  0.420
C 3.240 -0.408 1.371  -0.244
C -3.978 -2.606 2.937  -0.510

Calculated values
ΔE to the lowest compared entry with this formula, charge and spin: 0.00 kcal/mol
Total charge: +1
2S+1: 1

=====

Below is a molecular structure, C45H48N7O3STeW, with properties calculated with ωB97M-V with the def2-TZVPD basis set.

Last column: Mulliken spin population.
Cartesian coordinates (Å):
C -0.755 -5.161 0.589  -0.001
H 1.248 -3.526 5.413  0.001
C -0.505 -4.039 -4.683  -0.001
C -0.057 -2.133 4.454  0.014
H -2.387 -4.570 -0.691  0.000
C -2.704 0.360 -2.657  0.011
H -2.586 5.643 0.026  0.000
N 0.047 -0.451 2.445  -0.106
O 0.901 -3.586 1.159  0.005
C -2.781 -6.425 0.298  0.000
H -4.784 3.922 4.485  0.000
W -0.027 0.803 0.671  1.799
C -0.310 0.271 -2.021  0.118
C -1.736 2.852 4.612  0.004
C 3.648 -0.306 1.842  -0.002
C -0.716 2.393 3.767  -0.019
N -0.677 4.910 -0.358  0.002
H 1.208 1.539 4.041  -0.004
C 3.084 1.172 -0.903  0.001
C 0.915 6.233 -1.496  0.001
C -1.178 -3.143 4.160  0.007
O -0.165 2.882 0.414  0.045
H 0.690 -5.994 1.934  0.000
C -2.005 -5.318 -0.005  0.001
C -0.369 -1.317 5.717  0.002
H -1.093 6.812 -1.098  0.000
C 1.298 -2.847 4.562  0.003
C 0.094 -3.974 0.329  -0.005
C 5.049 -2.540 2.631  0.000
H 3.735 4.508 -1.628  0.000
C 3.118 -1.565 1.571  -0.038
C 1.837 5.161 -1.305  -0.001
C -3.047 2.724 4.220  -0.003
C -1.404 2.408 -2.590  0.004
H 1.492 -3.427 3.662  -0.001
C -0.379 -3.261 -3.402  0.018
H -3.756 -6.542 -0.157  0.000
H 5.604 -3.417 2.937  0.000
C -4.219 3.159 5.025  0.000
C -2.520 3.125 -2.974  -0.002
H 4.063 0.700 -0.970  -0.001
C 0.713 2.504 4.172  0.007
H 3.112 2.174 -1.310  0.003
N 0.662 0.878 -1.335  0.006
C -0.424 -1.875 -3.393  -0.006
C -1.487 1.018 -2.418  -0.033
H 2.116 -2.145 4.725  0.001
C 0.248 3.911 -0.211  0.004
H -2.449 4.191 -3.149  0.000
H -1.323 -0.792 5.629  0.000
C 5.556 -1.278 2.907  0.001
N 1.487 4.033 -0.669  0.003
H 3.437 -3.668 1.760  0.000
H -0.440 2.890 -2.478  0.002
H -0.590 -1.330 -4.317  0.000
C -3.728 2.466 -3.190  0.017
H -0.968 -3.702 3.249  -0.002
C -0.213 -3.909 -2.173  -0.013
H -3.907 3.569 5.980  0.000
Te 2.695 1.432 1.179  -0.023
H -4.887 2.315 5.208  0.000
C -1.053 -7.239 1.767  0.000
H -2.147 -2.651 4.071  0.001
H 3.403 6.090 -2.232  0.000
C -0.218 -1.167 -2.209  0.016
H 2.113 -0.705 -1.125  -0.004
H -0.885 -5.043 -4.499  0.000
O 0.107 -1.137 0.143  0.093
C -2.045 4.705 0.121  -0.006
C 2.023 0.304 -1.530  0.005
C -2.302 -7.390 1.176  0.000
H 5.259 0.840 2.716  0.001
H -1.223 -3.843 4.994  0.000
H 2.198 0.239 -2.607  0.005
H -0.678 -7.996 2.443  0.000
C -0.055 -3.234 -0.968  0.008
H 0.422 -0.599 5.937  0.000
H 6.500 -1.170 3.425  0.000
H 1.223 3.227 3.531  -0.001
C 3.837 -2.684 1.969  0.002
N 3.084 5.264 -1.752  0.000
H -2.900 -8.264 1.395  0.000
H 2.161 -1.697 1.082  0.035
H -2.773 -0.712 -2.525  -0.002
C -0.324 6.057 -1.007  0.000
H -2.540 3.932 -0.465  -0.003
H -4.598 3.027 -3.506  0.001
H -1.499 3.293 5.568  0.001
C 4.857 -0.144 2.511  0.005
N -3.279 2.149 3.015  0.007
N -1.009 1.855 2.584  -0.024
H -0.214 -4.993 -2.155  0.000
H -4.757 0.580 -3.215  0.000
H -1.175 -3.542 -5.383  0.000
H 0.819 2.828 5.203  0.000
C -3.819 1.086 -3.033  -0.007
C 0.003 -1.187 3.323  0.041
C -2.286 1.704 2.202  0.030
H -2.021 4.414 1.171  0.001
C -0.019 -1.839 -0.985  -0.003
C -0.286 -6.122 1.483  0.000
H -0.440 -2.007 6.558  0.000
H 1.191 7.147 -2.000  0.000
H -4.234 2.003 2.703  0.002
S -2.550 0.929 0.729  -0.026
H 0.466 -4.138 -5.169  0.002

Calculated values
ΔE to the lowest compared entry with this formula, charge and spin: 0.00 kcal/mol
Total charge: +3
2S+1: 3

=====

Below is 6 unconnected molecules or ions with the total composition C8H28N6O6 in a non-equilibrium geometry, with properties calculated with ωB97M-V with the def2-TZVPD basis set.

Last column: Mulliken charge in e.
Cartesian coordinates (Å):
H -2.154 6.304 1.135  0.244
C -0.131 -4.435 1.606  -0.182
N 1.993 -3.359 -1.291  -0.329
O 0.202 -5.192 0.391  -0.606
H -0.223 -0.844 1.980  0.297
H 1.850 2.212 -3.631  0.235
C 1.728 1.955 -2.533  -0.554
H -1.513 2.332 1.016  0.194
C 1.002 -2.566 -1.795  0.471
N -0.215 -3.074 -1.915  -0.442
H -2.259 6.468 -1.389  0.357
H -3.200 0.534 1.689  0.188
O 1.508 0.698 2.622  -0.689
H -3.212 -0.858 0.883  0.254
O -1.194 4.464 1.138  -0.528
H -1.012 -2.437 -2.076  0.314
H -0.789 -5.050 2.214  0.392
H 0.474 -6.055 0.660  0.289
H -0.479 -3.845 -1.248  0.247
H 2.989 0.932 0.677  0.266
H 2.535 1.317 -2.211  0.244
H 1.743 2.889 -1.971  0.218
C 1.410 0.061 1.582  0.280
H 0.250 -1.170 0.458  -0.217
H 0.471 0.478 -2.157  0.376
H -0.621 6.016 -0.993  0.372
H 0.890 -3.292 2.997  0.308
H -3.105 4.939 0.545  0.239
H 1.759 -3.445 1.547  0.144
N 2.058 0.514 0.408  -0.206
C -2.131 5.408 0.528  -0.058
H 2.905 -2.944 -1.440  0.232
C -1.661 5.721 -0.920  -1.232
O 0.413 1.443 -2.315  -0.493
O -1.430 -0.262 -0.744  -0.651
H -0.316 4.543 0.673  0.274
H 1.791 -4.329 -1.007  0.196
O 1.266 -1.398 -2.144  -0.714
N -1.467 1.772 0.237  -0.092
H -0.682 -3.558 1.259  0.091
H -1.717 4.858 -1.574  0.324
C -1.847 0.457 0.190  0.304
H 1.655 -4.862 2.896  0.377
H 2.188 -0.136 -0.319  0.121
C 1.177 -4.030 2.306  -0.826
N -2.664 -0.074 1.152  -0.375
N 0.584 -1.065 1.393  0.192
H -0.822 1.966 -0.508  0.151

Calculated values
ΔE to the lowest compared entry with this formula, charge and spin: 0.00 kcal/mol
SMILES: NC(N)=O.NC(N)=O.NC(N)=O.CCO.CCO.CO
2S+1: 1

=====

Calculated DFT total energy, -3204.53321; -437.79769; -323.19173; -2897.00561; -3085.17811; -1101.66504 Ha (same order as the records).